# 1
Here is a 2-piece molecular cluster, C2H4OS2 overall from OMol25. Energies are from ωB97M-V with the def2-TZVPD basis set.

The geometry in XYZ format:
```
9
C2H4OS2 | OMol25 | ωB97M-V with the def2-TZVPD basis set
C -1.78 2.27 -0.90
C 1.17 -0.20 -0.58
O -2.40 1.86 -0.05
S -0.03 -1.91 1.36
S 0.87 -0.01 1.22
H -1.36 -1.50 1.23
H 0.29 0.38 -0.99
H 1.19 -1.24 -0.60
H 2.06 0.34 -0.70
```

Calculated values
HOMO energy   -9.1 eV
Kohn-Sham gap   0.3492 Ha
Energy relative to the best compared isomer or geometry (same formula, charge and spin)   14.51 kcal per mole
E   -950.1856 hartree



# 2
Here is a 2-piece molecular cluster, C7H14N overall from OMol25. Energies are from ωB97M-V with the def2-TZVPD basis set.

The geometry in XYZ format:
```
22
C7H14N | OMol25 | ωB97M-V with the def2-TZVPD basis set
C -3.88 0.74 -0.71
C -3.18 -0.06 -0.07
C 1.05 0.05 1.61
C 1.29 -1.28 -0.67
C 1.96 1.05 -0.55
C -2.41 -1.01 0.54
C 0.94 0.00 0.05
N -0.41 0.42 -0.41
H -4.49 1.56 -1.04
H 0.96 1.11 1.99
H 0.27 -0.59 1.98
H 2.03 -0.50 1.97
H 0.74 -2.22 -0.55
H 2.30 -1.51 -0.37
H 1.22 -1.25 -1.77
H 1.42 2.02 -0.81
H 2.71 1.43 0.22
H 2.44 0.80 -1.54
H -1.74 -1.67 0.00
H -2.18 -0.74 1.67
H -0.67 0.25 -1.39
H -0.37 1.39 -0.15
```

Calculated values
Total charge   +1
HOMO energy (alpha / beta)   -13.6 / -13.8 eV
Kohn-Sham gap (alpha / beta)   0.2350 / 0.2514 Ha
Energy relative to the best compared isomer or geometry (same formula, charge and spin)   118.53 kcal per mole
E   -329.4186 hartree



# 3
Here is C10H19GaNSi as an isolated structure from OMol25. Energies are from ωB97M-V with the def2-TZVPD basis set.

The geometry in XYZ format:
```
32
C10H19GaNSi | OMol25 | ωB97M-V with the def2-TZVPD basis set
C 0.45 -1.91 -1.00
C -0.32 -2.02 0.21
C 0.62 -1.94 1.33
C 1.92 -1.79 0.78
C 1.81 -1.80 -0.63
Ga -0.88 0.39 -0.54
N 2.37 1.35 -0.46
C -2.63 0.61 -1.00
C -2.66 0.28 0.43
H 0.33 -1.90 2.39
H -1.32 -2.39 0.30
H 2.84 -1.68 1.37
H 2.66 -1.77 -1.31
H 0.08 -2.08 -1.98
H -2.81 -0.79 0.69
H -2.84 1.63 -1.33
H 3.02 0.76 -1.06
H -3.10 0.95 1.14
H -3.00 -0.16 -1.74
C -0.58 3.16 0.91
Si 1.03 2.04 0.34
C 1.89 3.60 -0.33
C 1.71 1.40 1.98
H -1.25 3.45 0.08
H -0.25 4.13 1.35
H -1.26 2.74 1.67
H 1.74 4.58 0.13
H 2.95 3.30 -0.27
H 1.63 3.62 -1.38
H 1.98 2.21 2.66
H 1.10 0.68 2.50
H 2.66 0.88 1.71
```

Calculated values
Total charge   -1
HOMO energy (alpha / beta)   -3.2 / -3.1 eV
Kohn-Sham gap (alpha / beta)   0.1920 / 0.1748 Ha
Energy relative to the best compared isomer or geometry (same formula, charge and spin)   48.96 kcal per mole
E   -2661.2020 hartree



# 4
Here is C29H21ClINO3PTa as an isolated structure from OMol25. Energies are from ωB97M-V with the def2-TZVPD basis set.

The geometry in XYZ format:
```
58
C29H21ClINO3PTa | OMol25 | ωB97M-V with the def2-TZVPD basis set
Ta 0.24 -0.51 -1.24
Cl -3.80 2.97 -5.72
C -2.78 1.82 -4.95
C -2.43 0.68 -5.61
C -1.58 -0.30 -5.03
I -1.07 -2.00 -6.06
C -1.14 -0.06 -3.77
O -0.30 -0.84 -2.99
C -1.49 1.11 -3.06
N -0.95 1.22 -1.81
C -1.20 2.34 -1.12
C -2.01 3.35 -1.61
C -2.57 3.24 -2.86
C -2.31 2.09 -3.63
H -2.81 0.52 -6.62
H -0.74 2.42 -0.14
H -2.18 4.23 -1.00
H -3.20 4.02 -3.27
C -1.35 2.47 4.76
C -2.09 2.36 3.59
C -1.62 1.57 2.55
C -0.42 0.88 2.69
C 0.31 0.98 3.87
C -0.16 1.78 4.90
P 0.11 -0.21 1.37
C 1.77 -0.84 1.68
C 2.83 0.07 1.75
C 4.12 -0.39 1.97
C 4.36 -1.76 2.10
C 3.31 -2.66 2.01
C 2.02 -2.21 1.81
C -0.98 -1.62 1.09
C -1.85 -2.27 1.96
C -2.60 -3.33 1.45
C -2.49 -3.72 0.12
C -1.63 -3.06 -0.75
C -0.86 -1.98 -0.27
H -1.72 3.09 5.57
H -3.02 2.89 3.48
H -2.21 1.47 1.65
H 1.24 0.43 4.00
H 0.41 1.86 5.82
H 2.65 1.13 1.65
H 4.94 0.31 2.05
H 5.37 -2.11 2.27
H 3.50 -3.72 2.12
H 1.20 -2.92 1.75
H -1.94 -1.96 2.99
H -3.28 -3.85 2.11
H -3.08 -4.55 -0.24
H -1.57 -3.37 -1.78
C 4.62 -0.16 -1.76
O 3.46 -1.06 -1.74
C 2.32 -0.56 -1.51
O 2.05 0.66 -1.29
H 5.48 -0.82 -1.64
H 4.54 0.55 -0.94
H 4.64 0.34 -2.72
```

Calculated values
Total charge   +2
HOMO energy   -14.1 eV
Kohn-Sham gap   0.2556 Ha
Energy relative to the best compared isomer or geometry (same formula, charge and spin)   0.00 kcal per mole
E   -2553.9445 hartree